1.
Below is C4H6N2O2 in the gas phase in a non-equilibrium geometry, with properties calculated with ωB97M-V/def2-TZVPD.

Last column: Mulliken charge in e.
Positions of all 14 atoms, in Å:
O1 -0.5582 1.3056 1.7609  -0.650
C1 -0.5974 1.6926 0.3835  -0.349
C2 -0.3286 0.4073 -0.3675  0.288
N1 -0.7942 -0.1598 -1.5671  -0.705
C3 0.0050 -1.2335 -1.7769  -0.174
N2 0.7329 -1.5590 -0.6681  -0.082
C4 0.6418 -0.4713 0.1753  0.381
O2 1.2988 -0.6156 1.2578  -0.584
H1 -1.2724 0.5517 1.8019  0.372
H2 0.1805 2.4730 0.3590  0.236
H3 -1.5563 1.9866 -0.0830  0.286
H4 0.0091 -2.0736 -2.6124  0.272
H5 1.3432 -2.3939 -0.5400  0.230
H6 0.8958 0.0901 1.8767  0.477

Cartesian forces, eV/Å:
-3.0 -1.7 0.6
-0.1 -1.1 -1.4
2.6 -1.9 0.5
2.4 -0.6 -0.5
-2.2 -1.5 -0.9
0.8 0.7 -0.5
-2.6 -1.2 -3.6
0.9 2.1 4.6
1.9 2.0 0.2
-0.4 -0.3 -0.6
0.1 0.8 1.1
-0.6 2.4 1.6
-0.8 1.4 -0.2
0.9 -1.2 -0.8

Properties
HOMO-LUMO gap: 8.5 eV
SMILES: OCc1nc[nH]c1O
Energy relative to the best compared isomer or geometry (same formula, charge and spin): 50.7 kcal per mole
Net charge: 0
HOMO level: -0.2869 Eh

---

2.
Below is 11 unconnected molecules or ions with the total composition C33H49Cl6F5O23S4 in a non-equilibrium geometry, with properties calculated with ωB97M-V/def2-TZVPD.

Last column: Mulliken charge in e.
Positions of all 120 atoms, in Å:
O1 2.0738 -0.8458 3.9423  -0.551
C1 1.2574 -0.4604 4.7126  0.527
O2 -0.0539 -0.5755 4.4188  -0.165
C2 -0.7800 0.0953 5.4267  -0.235
C3 0.1956 0.2552 6.5073  0.295
F1 0.0893 -0.7957 7.3844  -0.305
O3 1.4541 0.1047 5.8996  -0.321
H1 -1.1014 1.0630 5.1140  0.203
H2 -1.6337 -0.4768 5.7726  0.244
H3 0.1245 1.2494 7.0129  0.305
O4 -3.2855 0.6153 2.8317  -0.398
C4 -4.1722 0.5675 2.0716  0.366
O5 -5.0997 1.5328 1.8929  -0.269
C5 -5.9862 1.2380 0.7794  -0.527
C6 -5.4027 -0.1052 0.2413  0.193
F2 -4.6704 0.2081 -0.8556  -0.205
O6 -4.4760 -0.5126 1.2527  -0.156
H4 -6.9837 1.1614 1.2181  0.295
H5 -5.9544 2.0495 0.0522  0.300
H6 -6.1167 -0.8410 0.0110  0.404
O7 -6.8706 1.3926 -2.3346  -0.534
C7 -6.0379 1.5187 -3.1562  0.591
O8 -5.7827 0.6491 -4.1686  -0.356
C8 -4.3943 0.8863 -4.4169  -0.192
C9 -4.1082 2.2566 -4.1038  0.821
F3 -4.3171 3.1172 -5.0973  -0.339
O9 -5.1354 2.5018 -3.1150  -0.285
H7 -3.7452 0.1687 -3.7922  -0.039
H8 -4.2333 0.6144 -5.4747  0.369
H9 -3.1255 2.3729 -3.5940  0.009
O10 -6.6606 4.4546 2.7442  -0.576
C10 -6.2906 3.7419 3.6830  0.736
O11 -5.1009 3.7178 4.3692  -0.310
C11 -5.0774 2.4888 5.1442  0.002
C12 -6.6159 2.1502 5.2044  0.231
F4 -7.1572 2.7569 6.3542  -0.342
O12 -7.1622 2.7734 4.1186  -0.312
H10 -4.5320 1.7307 4.6254  -0.130
H11 -4.7497 2.7546 6.1528  0.347
H12 -6.7919 1.1150 5.2190  0.392
O13 -3.5389 -2.2324 5.2142  -0.585
C13 -3.4868 -3.1761 4.4363  0.729
O14 -4.4859 -3.4692 3.6142  -0.332
C14 -4.1590 -4.6920 2.8762  -0.294
C15 -2.7817 -5.0091 3.3465  0.349
F5 -1.9032 -4.8516 2.3140  -0.244
O15 -2.4555 -4.0559 4.3064  -0.299
H13 -4.9100 -5.4459 3.1599  0.255
H14 -4.2051 -4.4403 1.8640  0.240
H15 -2.6552 -5.9736 3.7890  0.186
O16 3.1745 3.0717 -1.1308  -0.647
S1 3.1238 3.1501 -2.5588  1.375
O17 2.0217 3.9074 -3.0893  -0.719
C16 4.6843 3.5943 -3.3842  -0.830
C17 4.7516 2.7492 -4.6559  -0.630
C18 3.4394 1.9309 -4.8078  -1.111
C19 2.9282 1.6439 -3.3667  0.257
H16 5.5236 3.5476 -2.6561  0.343
H17 4.5678 4.6513 -3.5202  0.547
H18 4.9200 3.4418 -5.4716  0.360
H19 5.6389 2.1144 -4.5773  0.238
H20 3.7179 0.9862 -5.3154  0.384
H21 2.6786 2.4226 -5.2836  0.491
H22 3.5045 0.8126 -2.8664  -0.138
H23 1.9335 1.3346 -3.4302  0.367
O18 3.3574 -5.6821 -0.3083  -0.680
S2 4.0410 -4.5869 -0.9341  1.122
O19 5.3099 -4.1271 -0.4307  -0.604
C20 4.2802 -4.9414 -2.7338  -0.865
C21 3.5663 -3.7939 -3.4055  -0.644
C22 2.4576 -3.2810 -2.4876  -0.260
C23 3.0420 -3.0990 -1.0740  -0.032
H24 3.7888 -5.8704 -2.8153  0.370
H25 5.3614 -5.0044 -2.8317  0.454
H26 4.2298 -2.9634 -3.6291  0.171
H27 3.1627 -4.1319 -4.3723  0.413
H28 1.6495 -3.9988 -2.3830  0.237
H29 2.1290 -2.3217 -2.8813  0.191
H30 2.3075 -3.1502 -0.2855  0.574
H31 3.7331 -2.2196 -1.1654  -0.355
O20 6.8687 1.0297 -1.9802  -0.738
S3 6.2669 -0.0614 -1.2509  0.982
O21 5.0367 -0.5690 -1.7713  -0.517
C24 7.6319 -1.2631 -1.1225  -0.759
C25 7.8755 -1.4438 0.4042  -0.485
C26 7.4948 -0.0902 1.1201  -0.746
C27 6.0825 0.2950 0.5188  -0.797
H32 8.5058 -0.8393 -1.6984  0.342
H33 7.3671 -2.2312 -1.4886  0.322
H34 7.1295 -2.1964 0.7393  0.214
H35 8.9309 -1.7266 0.5986  0.373
H36 8.1622 0.6903 0.7706  0.304
H37 7.6957 -0.1436 2.1704  0.421
H38 5.8611 1.3380 0.5643  0.468
H39 5.2345 -0.3641 0.8124  0.420
O22 -0.1341 -0.2762 -2.8396  -0.802
S4 -0.7624 0.5153 -1.7761  1.276
O23 -2.0748 1.0728 -2.1402  -0.575
C28 -1.1131 -0.4729 -0.2559  -0.912
C29 -1.0219 0.6606 0.8557  -0.396
C30 0.2987 1.3067 0.4342  -1.022
C31 0.2397 1.7304 -1.0429  0.860
H40 -0.3632 -1.2306 -0.2029  0.235
H41 -2.0582 -0.8547 -0.4347  0.657
H42 -1.7946 1.4182 0.9310  0.060
H43 -0.9959 0.1905 1.8360  0.243
H44 1.0671 0.5607 0.5438  0.248
H45 0.5338 2.1091 1.1046  0.614
H46 1.1890 1.6973 -1.3871  -1.087
H47 -0.3142 2.6258 -1.2343  0.332
Cl1 -3.3756 -3.1765 -2.7436  -0.176
C32 -1.5891 -3.6154 -2.6154  0.621
Cl2 -1.1246 -4.8794 -3.7352  -0.128
Cl3 -1.2324 -3.9841 -0.9240  -0.077
H48 -1.0462 -2.7205 -2.8557  -0.252
Cl4 -2.3610 5.1368 -1.3414  -0.107
C33 -1.2746 6.0156 -0.1844  -0.095
Cl5 0.2658 5.2598 -0.2634  -0.051
Cl6 -1.9406 5.9894 1.4541  -0.100
H49 -1.1941 6.9665 -0.6865  0.365

Cartesian forces, eV/Å:
0.8 0.2 0.3
-0.1 -1.0 -2.0
-0.4 0.2 0.2
-0.9 -0.3 -0.2
0.8 0.4 1.5
-0.1 0.4 0.5
0.0 0.7 0.5
-0.3 0.7 -0.7
-0.1 -0.2 -0.2
0.3 -1.1 0.0
1.1 -0.2 1.2
-2.4 -0.2 -1.8
0.4 0.0 -0.3
0.2 -0.7 0.9
1.0 2.6 1.2
0.3 -0.4 -0.6
-0.3 0.5 -0.1
0.0 -0.2 -0.3
0.1 -0.3 0.0
-0.6 -1.2 -0.2
-1.6 -0.1 0.7
0.4 -0.5 -0.1
0.4 0.8 0.8
1.1 -4.6 -1.8
0.1 1.3 2.8
0.2 0.7 -1.0
0.9 0.6 -0.2
-1.1 1.2 -0.7
0.2 0.3 0.4
-0.7 0.3 -0.6
2.1 -1.7 3.2
-1.2 1.9 -3.1
-1.5 -0.5 -0.9
-2.2 1.2 0.5
1.7 1.6 1.3
0.3 -0.7 -0.6
0.7 0.0 -0.1
0.6 -0.4 -0.2
0.3 -0.4 -0.3
-0.7 -1.3 0.1
0.7 -2.2 -1.6
-0.2 2.5 1.9
0.0 -0.9 -0.6
-1.6 0.6 2.1
0.9 0.3 -0.3
0.2 -0.3 -0.2
-0.6 0.6 0.6
0.4 0.2 -0.2
0.0 0.1 -1.7
0.2 -0.7 0.0
0.8 -0.2 0.9
-0.5 0.2 -0.5
0.0 1.1 -0.4
0.0 0.3 1.6
0.2 0.5 0.4
2.7 -1.9 1.9
2.6 -2.4 -0.7
-0.5 -0.7 -0.5
-0.2 0.7 -0.6
-0.1 -0.1 -0.4
-0.3 -0.2 -0.1
-0.6 0.5 0.2
-1.6 1.4 -1.6
-0.3 1.0 -0.4
-1.8 -0.2 0.3
-0.3 -0.1 0.1
1.0 0.9 -0.6
0.8 -0.2 0.6
0.1 1.1 1.9
-0.2 -0.2 -0.9
-0.2 0.2 0.4
0.6 -0.1 -1.7
-0.4 -1.2 -0.6
-0.1 -0.1 -0.3
0.3 0.0 0.1
0.0 0.2 0.3
-0.4 0.0 -0.5
-0.5 -0.1 0.1
-0.1 0.5 0.3
-0.6 -0.9 0.9
-0.2 0.7 0.3
2.0 0.1 0.1
-1.0 -0.7 -0.2
0.7 0.4 0.7
-0.5 0.9 0.0
-0.3 -0.4 -2.2
0.8 -1.6 0.2
-1.1 -0.3 0.7
-0.4 -0.4 -0.7
0.8 0.1 0.0
-0.8 -0.1 0.0
0.3 0.2 -0.2
-0.8 -0.1 0.7
-0.4 0.7 0.3
0.6 0.6 0.2
0.3 0.5 1.0
-2.6 -2.2 -0.9
1.2 0.1 0.3
0.7 3.1 -0.2
1.0 -1.5 -1.0
-0.6 0.1 0.6
-2.1 -0.3 2.0
0.5 -0.4 0.5
-1.9 -1.0 -0.3
-0.5 -0.2 -0.7
0.3 0.0 0.0
0.5 -0.3 0.0
0.3 0.7 0.1
2.7 0.3 -1.5
0.1 0.9 0.0
1.2 -0.4 -0.1
-1.1 0.4 0.3
-0.2 0.0 0.2
0.1 -0.3 -0.2
0.1 0.3 -0.2
-0.1 0.0 0.4
-1.0 -0.8 -0.9
1.1 -0.3 0.2
0.1 0.4 -0.5
-0.1 0.6 0.8

Properties
HOMO-LUMO gap: 10.4 eV
SMILES: O=C1OC[C@@H](F)O1.O=C1OC[C@@H](F)O1.O=C1OC[C@@H](F)O1.O=C1OC[C@@H](F)O1.O=C1OC[C@@H](F)O1.O=S1(=O)CCCC1.O=S1(=O)CCCC1.O=S1(=O)CCCC1.O=S1(=O)CCCC1.ClC(Cl)Cl.ClC(Cl)Cl
Net charge: 0
HOMO level: -0.3725 Eh

---

3.
Below is 2 unconnected molecules or ions with the total composition C4H9NO2, with properties calculated with ωB97M-V/def2-TZVPD.

Last column: Mulliken charge in e.
Positions of all 16 atoms, in Å:
C1 1.0690 -1.4244 -0.1009  -0.954
C2 0.5172 -0.1373 0.2427  -0.011
C3 0.3678 0.3941 -1.1508  -0.237
O1 0.7618 1.6363 -1.3922  -0.490
N1 -0.6173 0.0039 1.1532  -0.011
C4 -1.0217 1.2409 1.4796  0.049
O2 -0.5838 2.2606 0.9489  -0.649
H1 0.4190 -2.2969 -0.1494  0.314
H2 2.1273 -1.6199 -0.0098  0.241
H3 -0.9901 -1.7880 -1.4560  -0.070
H4 1.3360 0.4811 0.6319  0.253
H5 0.2501 -0.2110 -2.0340  0.394
H6 -1.3992 -1.1664 -1.5163  0.077
H7 0.4792 2.1468 -0.5910  0.471
H8 -0.9311 -0.8028 1.6713  0.263
H9 -1.7841 1.2830 2.2728  0.359

Cartesian forces, eV/Å:
0.2 -0.7 0.4
0.2 0.4 -0.2
-0.1 0.1 -0.2
0.1 0.3 0.2
0.0 -0.1 0.0
0.0 0.2 0.0
-0.1 -0.4 0.2
0.2 0.2 -0.3
0.0 0.2 0.1
-0.3 0.0 -0.1
-0.1 0.0 0.1
-0.2 0.0 0.2
-0.2 -0.2 0.0
0.3 -0.1 -0.2
0.0 0.1 0.0
0.0 0.0 -0.1

Properties
HOMO-LUMO gap (spin up / spin down): 8.7 / 7.8 eV
Energy relative to the best compared isomer or geometry (same formula, charge and spin): 118.9 kcal per mole
Net charge: 0
HOMO level (spin up / spin down): -0.2908 / -0.2706 Eh